Record 1
{"formula": "C48H70CsF5GeN5O7PS2SbSe", "method": "wB97M-V/def2-TZVPD", "e_above_lowest_kj_mol": 134.2, "largest_force_ev_per_a": 1.71, "total_energy_ev": -246192.860, "total_charge": -1, "gap_ev": 5.7, "elements": ["Cs", "S", "C", "N", "C", "C", "O", "P", "O", "C", "C", "O", "C", "C", "H", "H", "H", "H", "H", "H", "H", "H", "H", "H", "H", "H", "H", "H", "H", "F", "C", "C", "F", "C", "F", "C", "Se", "C", "F", "C", "F", "C", "C", "C", "C", "C", "C", "C", "S", "O", "O", "N", "C", "C", "C", "O", "O", "H", "H", "H", "H", "H", "H", "H", "H", "H", "H", "H", "H", "C", "C", "C", "C", "Ge", "C", "C", "C", "C", "H", "H", "H", "H", "H", "H", "H", "H", "H", "H", "H", "H", "H", "H", "H", "H", "H", "H", "H", "C", "C", "N", "C", "C", "C", "C", "C", "C", "C", "C", "N", "C", "N", "H", "H", "H", "H", "H", "H", "H", "H", "H", "C", "C", "Sb", "C", "C", "C", "C", "H", "H", "H", "H", "H", "H", "H", "H", "H", "H", "H", "H", "H", "H", "H"], "xyz": [[0.14927, 1.47262, -0.21997], [1.65360, -0.76317, 1.66964], [3.27510, -0.30050, 1.63409], [4.38095, 0.03497, 1.59814], [-6.13411, 2.39134, 0.22999], [-5.45962, 2.82977, 1.51129], [-4.18229, 3.43331, 1.25857], [-2.91547, 2.38519, 1.14604], [-1.72541, 3.36130, 1.65378], [-1.75212, 3.67881, 3.07029], [-2.18149, 5.11208, 3.26071], [-2.53623, 2.44599, -0.44715], [-2.39069, 3.69601, -1.14623], [-3.25003, 3.66859, -2.38558], [-7.12076, 1.97664, 0.44850], [-5.54551, 1.62332, -0.27698], [-6.25765, 3.23273, -0.45329], [-5.33113, 1.98088, 2.18946], [-6.04950, 3.58653, 2.02720], [-0.75274, 3.47755, 3.44839], [-2.40076, 2.97074, 3.59399], [-1.52444, 5.78449, 2.70355], [-2.12188, 5.38192, 4.31733], [-3.20418, 5.26447, 2.91342], [-1.33224, 3.81571, -1.40198], [-2.65903, 4.50625, -0.46855], [-2.96393, 2.84273, -3.03852], [-3.13236, 4.59690, -2.94815], [-4.30184, 3.55979, -2.11973], [1.42468, 1.82264, 10.05511], [1.00541, 1.53317, 8.81045], [0.64501, 2.54125, 7.93517], [0.71408, 3.82320, 8.33590], [0.21313, 2.22412, 6.66144], [-0.13082, 3.26478, 5.87404], [0.11781, 0.91660, 6.18503], [-0.46732, 0.49874, 4.42890], [0.48634, -0.06477, 7.10356], [0.42934, -1.36263, 6.76616], [0.92158, 0.22189, 8.38364], [1.26470, -0.77088, 9.22301], [3.99823, -1.52243, -7.05235], [2.69346, -0.78404, -6.94261], [2.60430, 0.39261, -6.19703], [1.39831, 1.05306, -6.05074], [0.25934, 0.53863, -6.65716], [0.32643, -0.61713, -7.41359], [1.54286, -1.27062, -7.55538], [-1.30240, 1.31041, -6.32761], [-2.27758, 0.63741, -7.14005], [-1.12251, 2.73145, -6.40838], [-1.61261, 0.97864, -4.77115], [-1.77311, -0.41419, -4.35374], [-0.48521, -1.01644, -3.80449], [0.09645, -0.19576, -2.65515], [0.26415, 1.04063, -2.86396], [0.34811, -0.77238, -1.57641], [4.84596, -0.84163, -6.97355], [4.07512, -2.05737, -7.99924], [4.09325, -2.25728, -6.24945], [3.48978, 0.78914, -5.71422], [1.33592, 1.95115, -5.44882], [-0.57087, -1.00075, -7.88168], [1.59571, -2.17640, -8.14860], [-0.94894, 1.45309, -4.15287], [-2.13852, -0.99806, -5.19946], [-2.55786, -0.44434, -3.59296], [0.27282, -1.05569, -4.59210], [-0.66948, -2.03937, -3.47148], [5.60783, -5.93032, -0.25235], [4.85304, -4.69241, 0.21264], [3.99765, -4.08016, -0.88984], [3.28425, -2.80029, -0.45920], [1.94684, -2.92979, 0.96952], [0.20304, -3.44049, 0.23734], [0.23135, -4.60634, -0.75745], [0.14422, -5.99102, -0.12368], [1.31732, -6.35143, 0.77984], [6.20771, -6.36568, 0.54848], [6.27941, -5.69199, -1.08075], [4.91624, -6.70086, -0.60384], [5.55578, -3.93762, 0.57931], [4.22405, -4.94872, 1.07156], [3.28243, -4.82978, -1.24743], [4.63835, -3.86086, -1.75153], [2.74223, -2.34033, -1.29083], [4.02887, -2.07128, -0.13133], [2.39811, -3.69301, 2.22242], [-0.11524, -2.53104, -0.27588], [-0.51887, -3.64134, 1.03429], [1.12327, -4.54537, -1.39127], [-0.60957, -4.49689, -1.44968], [0.06058, -6.73729, -0.92070], [-0.78345, -6.05525, 0.45693], [2.27401, -6.22983, 0.26266], [1.25531, -7.38988, 1.11034], [1.34511, -5.73136, 1.67778], [-3.19479, -2.64505, 2.27750], [-2.11252, -1.77476, 2.30036], [-1.79853, -0.98450, 1.27449], [-2.57168, -1.04321, 0.19794], [-3.65939, -1.90122, 0.05676], [-3.97902, -2.71494, 1.14064], [-4.43420, -1.86971, -1.19466], [-4.88472, -2.91237, -1.89219], [-4.62080, -4.33508, -1.61957], [-3.40193, -4.79951, -1.13191], [-3.26373, -6.16506, -0.97400], [-4.24075, -7.02430, -1.26063], [-5.35907, -6.48063, -1.72693], [-5.60118, -5.19214, -1.93346], [-3.41433, -3.24288, 3.15217], [-1.48417, -1.68255, 3.18187], [-2.33145, -0.37049, -0.61806], [-4.83550, -3.37742, 1.09369], [-4.66695, -0.87975, -1.57920], [-5.51294, -2.73682, -2.75819], [-2.59409, -4.12241, -0.89450], [-2.33302, -6.58675, -0.60819], [-6.16411, -7.16456, -1.97422], [2.50129, 6.87292, 0.95863], [2.23153, 5.45073, 0.47939], [2.15361, 3.86170, 1.95355], [1.72619, 5.03343, 3.71176], [2.86990, 5.80717, 4.35653], [4.26512, 3.55291, 2.26309], [5.21605, 4.69816, 1.93478], [2.42730, 7.59478, 0.14001], [3.49755, 6.96834, 1.39170], [1.78557, 7.17775, 1.72565], [2.97739, 5.14418, -0.26049], [1.26803, 5.40627, -0.03625], [1.30721, 4.32016, 4.42275], [0.90331, 5.70436, 3.44576], [3.70866, 5.15319, 4.60382], [2.54533, 6.27628, 5.28933], [3.25286, 6.59378, 3.70469], [4.52395, 2.66369, 1.68748], [4.36241, 3.24939, 3.30972], [5.09943, 5.03151, 0.90036], [6.25914, 4.39365, 2.05895], [5.04854, 5.56498, 2.57528]]}

Record 2
{"formula": "C6H9N3O2S", "method": "wB97M-V/def2-TZVPD", "e_above_lowest_kj_mol": 117.4, "largest_force_ev_per_a": 2.01, "total_energy_ev": -25767.689, "gap_ev": 8.5, "elements": ["C", "C", "C", "C", "C", "C", "H", "H", "H", "H", "H", "H", "H", "H", "H", "N", "N", "N", "O", "O", "S"], "xyz": [[0.01486, 0.56515, -1.71621], [-0.47800, 0.23997, -0.31115], [0.83173, -1.82765, -0.20419], [1.92346, -1.59141, 0.79467], [0.37744, -1.05833, 2.49513], [-0.78578, -1.28370, 1.52866], [-0.24155, 2.34317, -2.77436], [0.48395, -2.89951, -0.26288], [1.15199, -1.49930, -1.18195], [2.79493, -2.28909, 0.71688], [2.29593, -0.54488, 0.67759], [0.63291, 0.01321, 2.50170], [0.09343, -1.26461, 3.51438], [-1.09279, -2.32616, 1.57078], [-1.67558, -0.66114, 1.71322], [-0.28058, 1.89869, -1.88630], [-1.13337, 1.16715, 0.30335], [-0.35180, -1.04872, 0.17221], [0.53422, -0.18867, -2.49043], [1.47172, -1.82217, 2.11644], [-1.21454, 2.55194, -0.57061]]}